Model P:
24
Properties=species:S:1:pos:R:3 method="wB97M-V/def2-TZVPD" homo_energy_ev=-13.367 charge=+2 homo_lumo_gap_ev=7.059 spin_multiplicity=1
C 18.43 -0.81 1.17
C 17.54 -0.33 0.46
C -15.51 0.56 0.46
C -14.45 0.72 -0.12
C -12.04 -1.47 -0.02
C -12.44 -0.91 -1.11
C 16.74 1.50 -0.83
C 16.47 0.14 -0.24
N 15.42 -0.61 -0.31
N -16.69 0.26 1.14
N -13.48 0.99 -0.88
H 19.24 -1.37 1.64
H -11.53 -2.40 0.02
H -12.33 -0.91 0.98
H -12.22 -1.02 -2.21
H 17.39 2.04 -0.20
H 15.84 2.04 -0.96
H 17.21 1.38 -1.91
H 15.36 -1.37 0.38
H 14.54 -0.22 -0.71
H -16.61 0.28 2.18
H -16.96 -0.69 0.84
H -17.34 0.86 0.79
H -12.58 1.37 -0.57

=====

Model Q:
24
Properties=species:S:1:pos:R:3 method="wB97M-V/def2-TZVPD" homo_energy_ev="-15.996 / -15.705" charge=+2 homo_lumo_gap_ev="7.440 / 6.821" spin_multiplicity=1
C 0.83 -0.86 3.17
C 1.01 -0.84 -1.42
C -0.38 -0.31 -1.32
C -2.21 0.69 0.35
C -1.32 1.39 1.48
C 1.86 0.81 0.19
C -1.10 -0.35 0.12
C -0.34 0.24 1.23
N 0.40 -0.34 2.23
N 1.97 -0.35 -0.49
N 1.30 -1.75 -2.29
H 0.89 -1.37 4.07
H -0.35 0.83 -1.63
H -0.93 -0.85 -1.95
H -3.04 0.31 0.82
H -2.64 1.16 -0.60
H -0.95 2.39 1.56
H -1.72 1.15 2.40
H 1.30 1.70 -0.15
H 2.55 1.04 1.05
H -1.36 -1.30 0.38
H 2.77 -0.89 -0.24
H 0.60 -2.05 -2.87
H 2.25 -2.31 -2.42

=====

model Q wins, 0.0401 hartree ahead of the next structure.

=====

Model P:
13
Properties=species:S:1:pos:R:3 method="wB97M-V/def2-TZVPD" homo_energy_ev=-7.648 homo_lumo_gap_ev=8.743 spin_multiplicity=1
C -1.41 0.04 -0.72
N -1.96 -0.50 0.51
H -1.79 0.12 1.29
H -1.54 -1.39 0.74
H -1.87 1.00 -0.96
H -1.64 -0.63 -1.56
H -0.02 -0.09 -0.85
C 1.56 0.58 -0.30
C 2.00 -0.18 0.70
H 2.98 -0.09 1.17
H 1.33 -0.91 1.18
H 2.25 1.29 -0.76
H 0.10 0.74 -0.44

=====

Model Q:
13
Properties=species:S:1:pos:R:3 method="wB97M-V/def2-TZVPD" homo_energy_ev=-9.106 homo_lumo_gap_ev=10.179 spin_multiplicity=1
C 3.22 1.08 0.58
H 3.85 1.17 1.45
H 3.66 1.50 -0.34
H 3.12 -0.03 0.67
H 2.25 1.41 0.90
C -1.72 -0.73 0.89
C -0.92 -0.40 -0.10
N -1.27 -0.12 -1.46
H -2.90 -0.74 0.67
H -1.55 -0.69 1.95
H 0.12 -0.39 0.03
H -2.25 -0.23 -1.29
H -0.86 -0.86 -2.00

=====

model Q wins, 0.1375 hartree ahead of the next structure.

=====

Model P:
102
Properties=species:S:1:pos:R:3 method="wB97M-V/def2-TZVPD" homo_energy_ev=-8.810 homo_lumo_gap_ev=9.233 spin_multiplicity=1
C -2.82 0.86 -9.77
C -2.02 1.12 -8.47
C -0.74 1.97 -8.69
O 0.45 1.58 -8.04
C 0.97 0.26 -8.34
N -2.80 1.91 -7.60
H -2.36 0.64 -10.73
H -3.21 1.83 -10.08
H -3.60 0.15 -9.50
H -1.70 0.16 -8.07
H -0.95 3.00 -8.42
H -0.54 1.95 -9.76
H 0.71 -0.04 -9.35
H 0.48 -0.44 -7.67
H 2.06 0.16 -8.28
H -3.12 2.71 -8.12
H -2.17 2.30 -6.92
C 8.51 4.48 -1.03
C 9.24 3.79 -2.21
C 8.87 2.33 -2.28
O 9.48 1.46 -1.26
C 9.11 0.07 -1.37
N 8.71 4.56 -3.31
H 7.45 4.40 -1.26
H 8.72 5.54 -0.89
H 8.70 3.99 -0.07
H 10.33 3.87 -2.20
H 9.14 1.94 -3.26
H 7.80 2.22 -2.16
H 9.59 -0.46 -2.20
H 8.03 -0.04 -1.29
H 9.48 -0.33 -0.42
H 7.71 4.53 -3.19
H 9.01 5.50 -3.10
C 1.38 -1.78 -1.46
C 1.37 -2.26 -0.01
C 0.79 -1.22 0.92
O -0.52 -0.95 0.44
C -1.32 0.08 0.96
N 0.68 -3.52 0.08
H 0.34 -1.63 -1.76
H 1.69 -2.49 -2.22
H 1.85 -0.81 -1.61
H 2.39 -2.46 0.31
H 1.46 -0.38 0.69
H 0.82 -1.53 1.97
H -1.15 0.26 2.02
H -2.40 -0.10 0.85
H -0.97 0.97 0.45
H -0.20 -3.38 -0.40
H 0.43 -3.69 1.04
C -3.55 -0.92 10.44
C -2.73 -2.10 10.06
C -1.30 -1.66 9.48
O -1.39 -0.89 8.25
C -0.10 -0.24 7.99
N -2.67 -2.90 11.30
H -4.56 -1.19 10.77
H -3.70 -0.17 9.66
H -3.19 -0.40 11.32
H -3.19 -2.60 9.20
H -0.78 -2.59 9.29
H -0.78 -1.12 10.27
H -0.01 0.32 7.06
H 0.60 -1.08 7.97
H 0.18 0.47 8.76
H -2.71 -3.84 10.91
H -3.59 -2.92 11.73
C -0.22 7.12 0.57
C -0.87 6.50 -0.70
C -2.38 6.70 -0.69
O -2.99 6.02 -1.84
C -4.39 6.29 -1.89
N -0.40 7.20 -1.76
H -0.70 8.10 0.60
H 0.86 7.23 0.50
H -0.43 6.58 1.50
H -0.59 5.45 -0.77
H -2.49 7.79 -0.72
H -2.74 6.42 0.30
H -4.87 5.74 -2.70
H -4.44 7.38 -1.97
H -4.86 6.10 -0.93
H -0.86 6.75 -2.54
H -0.86 8.10 -1.82
C -4.25 -7.07 3.34
C -4.36 -7.34 1.83
C -4.79 -8.72 1.19
O -3.83 -9.69 1.50
C -2.64 -9.58 0.70
N -5.07 -6.23 1.21
H -3.56 -7.69 3.91
H -5.21 -7.43 3.71
H -4.28 -6.02 3.63
H -3.33 -7.07 1.57
H -4.85 -8.59 0.11
H -5.77 -8.95 1.60
H -2.16 -8.61 0.55
H -2.77 -9.97 -0.31
H -1.94 -10.20 1.24
H -4.88 -6.27 0.22
H -4.77 -5.29 1.43

=====

Model Q:
102
Properties=species:S:1:pos:R:3 method="wB97M-V/def2-TZVPD" homo_energy_ev=-8.894 homo_lumo_gap_ev=9.546 spin_multiplicity=1
C 3.90 7.56 7.57
C 3.02 6.66 8.49
C 3.21 5.17 8.25
O 2.35 4.77 7.12
C 1.06 4.33 7.58
N 3.35 6.93 9.86
H 3.60 7.53 6.52
H 4.95 7.26 7.66
H 3.76 8.61 7.85
H 1.95 6.80 8.38
H 2.92 4.68 9.18
H 4.22 4.81 8.04
H 0.40 4.15 6.74
H 0.54 5.01 8.25
H 1.35 3.43 8.11
H 3.06 7.84 10.17
H 2.85 6.45 10.59
C 8.04 -1.69 0.19
C 8.38 -3.18 0.13
C 7.23 -4.19 0.66
O 6.58 -3.58 1.78
C 5.80 -4.47 2.49
N 8.95 -3.62 -1.15
H 7.29 -1.70 -0.60
H 8.88 -1.16 -0.25
H 7.59 -1.24 1.08
H 9.15 -3.25 0.90
H 7.78 -5.06 1.03
H 6.64 -4.51 -0.21
H 6.48 -5.20 2.93
H 5.16 -4.95 1.75
H 5.18 -4.01 3.25
H 9.34 -4.55 -1.09
H 9.81 -3.10 -1.22
C 0.19 -8.03 -3.38
C 0.31 -7.36 -4.76
C -0.71 -7.93 -5.79
O -2.02 -7.91 -5.20
C -2.98 -7.16 -5.95
N 0.11 -5.93 -4.67
H 0.42 -9.10 -3.32
H -0.80 -7.86 -2.95
H 0.90 -7.55 -2.71
H 1.35 -7.34 -5.09
H -0.43 -8.94 -6.06
H -0.70 -7.35 -6.71
H -3.99 -7.08 -5.53
H -3.12 -7.47 -6.98
H -2.54 -6.17 -6.00
H -0.75 -5.73 -4.19
H 0.82 -5.42 -4.16
C -8.09 0.75 1.31
C -7.91 0.39 2.83
C -8.83 1.14 3.79
O -8.64 0.57 5.08
C -9.17 1.20 6.20
N -7.89 -1.11 2.92
H -7.31 0.27 0.70
H -8.05 1.83 1.20
H -9.05 0.47 0.88
H -6.87 0.64 3.06
H -9.90 1.09 3.56
H -8.57 2.19 3.86
H -10.25 1.24 6.10
H -8.75 2.20 6.30
H -8.88 0.69 7.12
H -8.81 -1.38 3.23
H -7.38 -1.41 3.74
C -1.17 2.68 -6.77
C -1.44 3.41 -8.08
C -0.31 4.31 -8.50
O -0.36 4.80 -9.77
C -1.51 5.54 -10.20
N -1.51 2.31 -9.01
H -0.27 2.07 -6.75
H -2.04 2.05 -6.57
H -1.14 3.45 -6.00
H -2.42 3.88 -8.05
H 0.66 3.81 -8.43
H -0.30 5.19 -7.86
H -1.65 6.41 -9.55
H -2.39 4.89 -10.14
H -1.35 5.92 -11.22
H -1.07 2.73 -9.81
H -0.82 1.62 -8.74
C -0.77 -1.79 1.23
C -0.24 -0.64 0.34
C -0.26 0.77 1.08
O 0.33 1.81 0.28
C 0.73 3.00 1.03
N 1.16 -0.88 -0.13
H -1.77 -1.54 1.59
H -0.08 -1.90 2.07
H -0.90 -2.74 0.72
H -0.90 -0.66 -0.53
H 0.38 0.65 1.95
H -1.22 1.18 1.40
H 0.13 3.29 1.89
H 1.10 3.85 0.45
H 1.54 2.61 1.65
H 1.86 -0.97 0.59
H 1.53 -0.08 -0.62

=====

model Q wins, 0.0367 hartree ahead of the next structure.

=====

Model P:
18
Properties=species:S:1:pos:R:3 method="wB97M-V/def2-TZVPD" homo_energy_ev="-15.575 / -15.581" charge=+2 homo_lumo_gap_ev="7.486 / 7.492" spin_multiplicity=1
C 5.82 -2.86 -1.49
C -0.22 1.34 1.40
C -2.93 0.01 0.95
N 4.91 -2.89 -2.42
N -2.77 2.10 0.01
N -2.11 0.86 0.17
S 7.05 -2.62 -0.64
H 0.45 1.83 0.74
H -0.82 1.78 2.17
H 0.01 0.36 1.69
H -3.09 0.13 2.04
H -3.97 0.12 0.50
H -2.49 -1.06 0.96
H 3.99 -2.42 -2.50
H 5.01 -3.57 -3.25
H -3.28 2.49 0.80
H -2.09 2.71 -0.50
H -3.47 1.69 -0.63

=====

Model Q:
18
Properties=species:S:1:pos:R:3 method="wB97M-V/def2-TZVPD" homo_energy_ev="-15.963 / -15.963" charge=+2 homo_lumo_gap_ev="6.592 / 6.640" spin_multiplicity=1
C 8.59 0.64 0.81
C -1.31 -1.06 -0.63
C -2.19 0.85 0.56
N 8.30 1.50 -0.07
N -3.49 -1.15 0.39
N -2.19 -0.56 0.44
S 7.60 -1.91 0.28
H -1.25 -2.10 -0.67
H -1.46 -0.68 -1.62
H -0.30 -0.60 -0.25
H -2.23 1.33 -0.57
H -3.07 1.12 1.08
H -1.39 1.24 1.13
H 7.82 1.25 -0.87
H 8.46 2.42 0.20
H -3.25 -2.13 0.42
H -4.21 -0.64 1.11
H -3.92 -1.00 -0.56

=====

model P wins, 0.1033 hartree ahead of the next structure.

=====

Model P:
12
Properties=species:S:1:pos:R:3 method="wB97M-V/def2-TZVPD" homo_energy_ev=-13.179 charge=+1 homo_lumo_gap_ev=9.163 spin_multiplicity=1
C -0.45 0.23 -0.47
N 0.60 1.08 -0.03
N -0.80 -1.05 -0.54
N 0.20 2.46 0.11
N -0.17 -2.15 0.10
H 1.45 0.75 0.28
H -1.33 0.66 -0.96
H 0.99 3.06 -0.41
H -0.70 2.60 -0.44
H 0.90 -2.35 -0.26
H -0.86 -2.84 -0.18
H -0.04 -2.21 1.14

=====

Model Q:
12
Properties=species:S:1:pos:R:3 method="wB97M-V/def2-TZVPD" homo_energy_ev=-14.620 charge=+1 homo_lumo_gap_ev=11.248 spin_multiplicity=1
C 1.12 -0.43 -0.09
N 0.15 0.39 -0.25
N 2.43 -0.15 -0.21
N -2.14 -0.15 -0.51
N -1.13 -0.20 0.38
H 1.10 -1.49 0.27
H 3.16 -0.83 -0.05
H 2.69 0.51 -0.94
H -2.61 0.78 -0.73
H -1.69 -0.62 -1.34
H -0.99 -1.23 0.63
H -1.24 0.42 1.11

=====

model Q wins, 0.0432 hartree ahead of the next structure.

=====

Model P:
54
Properties=species:S:1:pos:R:3 method="wB97M-V/def2-TZVPD" homo_energy_ev=-9.299 homo_lumo_gap_ev=9.314 spin_multiplicity=1
C -2.73 -0.75 3.00
O -4.06 -0.44 3.33
H -2.65 -1.06 1.95
H -2.04 0.09 3.15
H -2.40 -1.60 3.59
H -4.25 0.48 3.12
C 2.39 -0.06 -3.68
O 1.08 0.48 -3.66
H 3.08 0.62 -4.19
H 2.79 -0.23 -2.68
H 2.40 -1.01 -4.22
H 0.84 0.65 -2.74
C -4.51 -0.69 -0.69
O -4.68 0.72 -0.77
H -3.52 -0.96 -0.34
H -5.25 -1.16 -0.04
H -4.72 -1.09 -1.68
H -4.71 1.06 0.13
C -3.73 3.53 -2.50
O -4.92 2.82 -2.74
H -3.93 4.59 -2.66
H -3.35 3.38 -1.48
H -2.92 3.24 -3.19
H -4.88 2.01 -2.22
C -0.85 0.76 -0.44
O 0.40 1.16 -1.00
H -0.72 0.44 0.60
H -1.54 1.61 -0.40
H -1.28 -0.06 -1.01
H 1.08 1.05 -0.31
C 3.35 1.88 1.46
O 2.43 0.92 0.91
H 2.96 2.32 2.38
H 4.31 1.41 1.70
H 3.53 2.68 0.74
H 2.45 0.17 1.52
C 5.22 -1.05 -0.51
O 4.77 0.24 -0.81
H 4.40 -1.74 -0.28
H 5.75 -1.46 -1.37
H 5.92 -1.06 0.34
H 3.96 0.39 -0.31
C 1.08 -0.96 3.26
O 2.31 -1.25 2.60
H 0.36 -0.69 2.49
H 0.71 -1.80 3.84
H 1.17 -0.08 3.91
H 2.88 -1.70 3.23
C 0.46 -2.64 -0.14
O 0.57 -4.01 -0.46
H -0.18 -2.12 -0.86
H 0.04 -2.50 0.86
H 1.46 -2.20 -0.14
H -0.32 -4.35 -0.60

=====

Model Q:
54
Properties=species:S:1:pos:R:3 method="wB97M-V/def2-TZVPD" homo_energy_ev=-10.107 homo_lumo_gap_ev=10.354 spin_multiplicity=1
C 3.49 0.94 -2.55
O 4.71 1.16 -3.27
H 2.65 0.64 -3.18
H 3.58 0.27 -1.70
H 3.29 1.86 -2.01
H 5.12 0.37 -3.63
C 1.45 3.24 1.48
O 1.11 1.94 1.09
H 0.97 3.68 2.36
H 2.53 3.31 1.63
H 1.17 3.90 0.67
H 1.47 1.31 1.72
C -2.05 3.16 0.19
O -1.57 4.26 0.88
H -2.29 2.35 0.88
H -3.03 3.34 -0.26
H -1.34 2.76 -0.53
H -1.54 4.97 0.23
C -1.21 2.35 3.70
O -1.64 3.72 3.59
H -0.17 2.40 4.04
H -1.69 1.80 4.51
H -1.24 1.71 2.82
H -1.53 3.89 2.65
C 0.53 -3.55 -2.90
O 0.02 -4.50 -2.00
H 0.92 -2.73 -2.30
H 1.39 -3.93 -3.45
H -0.20 -3.17 -3.62
H -0.73 -4.12 -1.53
C -2.59 -1.19 3.58
O -2.09 -2.07 4.58
H -1.93 -1.17 2.71
H -3.53 -1.54 3.15
H -2.70 -0.15 3.87
H -1.26 -1.63 4.79
C -3.14 -2.28 -3.49
O -3.54 -2.12 -4.90
H -3.99 -2.39 -2.82
H -2.46 -3.12 -3.37
H -2.71 -1.32 -3.20
H -4.26 -2.71 -5.15
C -0.24 -0.38 -0.34
O 0.51 0.57 -1.09
H -1.03 -0.77 -0.98
H 0.38 -1.25 -0.10
H -0.77 -0.03 0.54
H 0.87 1.22 -0.49
C 3.25 -2.82 0.35
O 3.15 -1.71 1.23
H 4.02 -3.44 0.80
H 2.30 -3.34 0.27
H 3.67 -2.52 -0.61
H 3.93 -1.16 1.17

=====

Model R:
54
Properties=species:S:1:pos:R:3 method="wB97M-V/def2-TZVPD" homo_energy_ev=-9.499 homo_lumo_gap_ev=9.499 spin_multiplicity=1
C 45.38 -20.69 -27.04
O 44.51 -20.41 -25.98
H 44.88 -20.55 -27.99
H 46.29 -20.09 -26.99
H 45.67 -21.74 -26.95
H 44.78 -21.01 -25.28
C 41.72 -21.70 -28.76
O 40.57 -21.95 -27.98
H 42.47 -22.48 -28.66
H 41.48 -21.61 -29.82
H 42.23 -20.80 -28.42
H 40.70 -21.93 -27.03
C 43.37 -19.03 -22.45
O 42.03 -18.53 -22.60
H 43.89 -18.40 -21.73
H 43.40 -20.08 -22.15
H 43.90 -18.94 -23.41
H 41.96 -17.93 -23.34
C 47.00 -17.80 -24.53
O 48.36 -17.61 -24.58
H 46.59 -17.97 -23.53
H 46.53 -16.85 -24.77
H 46.59 -18.55 -25.21
H 48.64 -17.41 -25.48
C 42.15 -18.96 -32.36
O 41.29 -20.08 -32.72
H 43.15 -19.01 -32.78
H 41.57 -18.15 -32.80
H 42.23 -18.85 -31.27
H 41.80 -20.87 -32.55
C 43.81 -17.71 -27.96
O 43.37 -17.98 -26.66
H 43.51 -16.69 -28.22
H 44.90 -17.78 -27.92
H 43.41 -18.39 -28.70
H 43.90 -18.72 -26.35
C 40.43 -14.49 -27.44
O 40.89 -13.26 -27.78
H 40.01 -14.97 -28.32
H 41.22 -15.16 -27.10
H 39.73 -14.43 -26.61
H 40.33 -12.99 -28.52
C 42.71 -15.75 -24.28
O 41.93 -16.86 -24.67
H 42.25 -15.33 -23.39
H 43.78 -15.98 -24.22
H 42.62 -15.03 -25.09
H 42.37 -17.21 -25.44
C 47.90 -16.63 -30.39
O 47.13 -17.20 -29.33
H 48.28 -17.34 -31.13
H 47.27 -15.92 -30.94
H 48.76 -16.02 -30.12
H 46.64 -17.99 -29.58

=====

model P wins, 0.0416 hartree ahead of the next structure.